# 1
Density functional theory data (ωB97M-V with the def2-TZVPD basis set) for C13H45F5N2O21S3Y as an isolated structure.

Each line ends with the Löwdin spin population.
Positions of all 90 atoms, in Å:
H1 -23.663 -12.760 25.124  0.000
H2 -17.193 -17.889 22.453  0.000
C1 -22.506 -21.299 20.361  0.000
H3 -23.527 -13.417 23.542  0.000
H4 -17.793 -18.436 18.975  0.000
H5 -16.999 -15.028 22.724  0.010
H6 -21.319 -12.994 24.374  0.000
O1 -17.300 -19.208 18.689  0.000
H7 -17.878 -12.709 23.610  0.000
C2 -21.691 -20.138 19.851  0.000
O2 -23.099 -19.480 24.729  0.000
H8 -16.345 -13.263 24.219  0.002
C3 -23.369 -13.665 24.592  0.004
O3 -17.127 -17.211 23.904  0.004
H9 -17.809 -13.465 25.177  0.001
S1 -22.872 -18.445 23.716  0.000
H10 -23.259 -19.659 28.404  0.000
H11 -27.992 -20.000 20.228  0.000
H12 -24.064 -15.525 24.376  0.000
O4 -23.555 -19.554 27.499  0.000
O5 -23.749 -16.872 26.963  0.000
C4 -21.840 -13.916 24.629  0.006
H13 -21.610 -14.661 23.867  0.002
H14 -17.054 -20.174 21.909  0.000
F1 -20.834 -17.247 22.493  -0.001
H15 -25.641 -21.736 23.119  0.000
O6 -26.349 -17.089 25.025  0.000
H16 -23.457 -21.410 19.840  0.000
C5 -17.404 -13.518 24.167  0.022
O7 -20.087 -22.104 22.541  0.000
Y1 -24.462 -20.967 25.839  0.000
H17 -19.086 -16.066 23.087  0.025
H18 -19.297 -15.131 24.367  0.020
S2 -26.990 -18.753 27.233  0.000
H19 -28.081 -18.460 21.105  0.000
O8 -24.195 -14.726 24.891  0.003
N1 -18.914 -15.132 23.433  0.641
H20 -24.780 -17.870 21.515  0.000
H21 -16.692 -20.840 19.688  0.000
H22 -18.506 -19.589 20.961  0.000
H23 -19.912 -21.655 23.368  0.000
H24 -24.028 -16.527 26.115  0.000
O9 -21.486 -14.245 25.940  0.009
F2 -20.588 -17.737 24.623  0.001
C6 -17.443 -19.472 21.173  0.000
H25 -25.441 -19.538 19.748  0.000
H26 -15.673 -19.489 19.912  0.000
H27 -23.384 -18.634 27.296  0.000
H28 -19.744 -15.964 26.885  0.000
C7 -16.726 -19.761 19.842  0.000
C8 -17.549 -14.911 23.657  0.112
O10 -19.002 -15.952 27.488  0.001
C9 -27.547 -19.010 20.330  0.000
O11 -26.534 -17.458 27.690  0.000
C10 -16.984 -15.961 24.589  0.115
F3 -25.991 -18.951 23.633  0.000
O12 -17.151 -18.103 21.519  0.003
H29 -22.166 -14.778 26.357  0.000
H30 -22.039 -22.253 20.117  0.000
H31 -16.533 -19.089 24.721  0.001
O13 -22.666 -21.436 21.745  0.000
H32 -18.881 -15.027 27.702  0.000
O14 -25.589 -17.876 20.998  0.000
H33 -16.909 -17.902 25.924  0.001
O15 -22.463 -18.933 19.738  0.000
H34 -20.752 -20.022 20.392  0.000
F4 -20.426 -19.299 23.113  0.000
O16 -27.883 -18.336 19.063  0.000
H35 -19.636 -22.945 22.624  0.000
H36 -21.302 -20.483 18.893  0.000
O17 -28.162 -18.752 24.553  0.000
H37 -17.557 -15.817 25.506  -0.001
H38 -24.296 -21.100 22.840  0.000
O18 -23.368 -18.855 22.423  0.000
O19 -28.422 -19.076 27.303  0.000
H39 -18.104 -18.739 24.879  0.000
H40 -25.967 -19.954 21.372  0.000
C11 -26.004 -19.177 20.608  0.000
O20 -24.863 -21.388 23.555  0.000
H41 -15.958 -15.673 24.820  0.015
H42 -27.477 -17.471 19.156  0.000
H43 -23.816 -16.127 27.560  0.000
H44 -22.689 -18.647 20.626  0.000
C12 -21.018 -18.142 23.439  0.000
H45 -21.821 -21.689 22.125  0.000
N2 -26.100 -19.481 25.932  0.000
F5 -26.335 -19.780 28.302  0.000
S3 -26.791 -18.517 24.979  0.000
O21 -23.521 -17.196 24.120  0.000
C13 -17.151 -18.211 24.908  0.004

Values from the calculation:
charge: +2
Kohn-Sham gap (alpha / beta): 4.92 / 2.63 eV
calculated total energy: -107302.712 eV
lowest unoccupied orbital energy (alpha / beta): -8.2 / -10.5 eV
2S+1: 2
max |F|: 13.970 eV/A

***

# 2
Density functional theory data (ωB97M-V with the def2-TZVPD basis set) for a 3-piece molecular cluster, C3H9NO4 overall.

Each line ends with the Löwdin charge.
Positions of all 17 atoms, in Å:
H1 -1.098 -2.430 -0.786  0.116
H2 2.293 -1.047 1.048  0.124
O1 -0.600 -1.597 -0.863  0.015
H3 2.086 2.330 -0.930  -0.040
H4 -2.012 -0.896 1.733  0.109
C1 0.923 0.378 0.600  -0.173
H5 0.162 0.773 -1.385  0.114
O2 -1.260 -1.307 1.287  0.030
O3 -2.408 -0.237 -0.305  0.028
O4 1.359 2.512 -0.319  -0.317
C2 -1.124 -0.687 0.042  -0.570
H6 -2.348 0.266 -1.126  0.103
N1 1.853 -0.520 0.313  0.169
H7 1.910 -0.899 -0.620  0.126
H8 -0.646 1.711 0.001  0.108
H9 0.808 0.633 1.644  0.152
C3 0.103 1.017 -0.335  -0.094

Values from the calculation:
charge: 0
Kohn-Sham gap: 7.46 eV
ΔE to the lowest compared entry with this formula, charge and spin: 434.9 kJ/mol
calculated total energy: -12932.898 eV
lowest unoccupied orbital energy: 0.4 eV
max |F|: 0.532 eV/A

***

# 3
Density functional theory data (ωB97M-V with the def2-TZVPD basis set) for one molecule with the formula C5H8OSe.

Each line ends with the Löwdin charge.
Positions of all 15 atoms, in Å:
Se1 -1.967 -0.842 0.093  0.910
H1 -0.412 -1.143 -1.968  0.081
H2 -0.160 -2.626 -0.751  0.115
C1 -0.243 -1.426 -0.876  -0.443
H3 -2.587 1.675 -0.906  0.128
O1 -1.233 3.102 -0.326  0.066
H4 0.892 1.246 -0.782  0.087
C2 0.850 -0.775 -0.101  -0.349
C3 -1.128 0.941 0.536  -0.468
H5 1.112 1.084 0.987  0.114
H6 0.853 -1.172 0.917  0.112
H7 -1.114 1.355 1.548  0.110
C4 -1.590 1.970 -0.298  -0.453
H8 1.704 -0.893 -0.756  0.113
C5 0.582 0.705 0.075  -0.123

Values from the calculation:
charge: 0
Kohn-Sham gap: 9.45 eV
ΔE to the lowest compared entry with this formula, charge and spin: 61.2 kJ/mol
calculated total energy: -72706.324 eV
lowest unoccupied orbital energy: 0.6 eV
SMILES: O=C[C@@H]1CCC[Se]1
max |F|: 5.601 eV/A